(1)
Formula: C11H14BCuN7O
Source: OMol25
Level of theory: ωB97M-V/def2-TZVPD

Results
* F_max: 2.68 eV/Å
* multiplicity: 2
* total energy: -69428.3548 eV
* orbital gap (spin up / spin down): 9.119 / 7.362 eV

Geometry (Å):
H 0.81 2.23 0.46
N 0.53 1.05 -1.26
B 0.23 0.21 -3.64
N 0.52 1.33 -2.61
C 0.80 2.63 -2.80
Cu 0.56 -0.78 -0.40
H 0.86 3.02 -3.80
C 0.96 3.22 -1.56
H 1.16 4.25 -1.34
C 0.78 2.20 -0.61
H 0.37 0.58 -4.76
C -0.42 -0.73 1.41
H 0.30 -0.14 1.96
H -0.52 -1.79 1.69
H -1.37 -0.22 1.21
N -1.24 -0.23 -3.36
N 1.18 -0.95 -3.27
N -1.53 -0.77 -2.12
N 1.29 -1.45 -1.98
C -2.38 -0.10 -4.07
C 2.10 -1.56 -4.05
H -2.34 0.29 -5.07
H 2.19 -1.27 -5.08
C -3.44 -0.55 -3.28
C 2.79 -2.49 -3.28
C -2.84 -0.95 -2.06
C 2.24 -2.40 -1.99
H -4.48 -0.57 -3.51
H 3.58 -3.14 -3.59
H -3.30 -1.33 -1.16
H 2.47 -2.93 -1.09
H -1.38 -0.16 4.04
O 0.87 1.53 5.21
C -0.14 1.13 4.76
N -1.24 0.82 4.31



(2)
Formula: C13H48N22O13
Source: OMol25
Level of theory: ωB97M-V/def2-TZVPD

Results
* F_max: 3.88 eV/Å
* charge: -2
* total energy: -73669.4912 eV
* orbital gap: 5.179 eV

Geometry (Å):
O 0.88 1.39 -0.70
C 0.02 0.36 -0.28
C 0.13 -0.52 1.02
O 0.26 0.02 2.28
H -0.06 -0.32 -1.17
H -0.98 0.84 -0.35
H 0.89 -1.30 0.80
H -0.76 -1.19 1.01
C -3.93 2.34 0.51
O -2.92 2.32 1.20
N -5.15 2.58 1.07
N -3.96 2.07 -0.82
H -5.94 2.72 0.47
H -5.26 2.64 2.07
H -3.08 1.65 -1.10
H -4.86 1.82 -1.18
C 4.08 1.30 1.82
O 5.23 1.40 2.26
N 2.96 1.20 2.60
N 3.74 1.10 0.52
H 3.15 1.21 3.59
H 2.20 0.68 2.17
H 4.45 1.51 -0.07
H 2.74 1.09 0.32
C 4.19 4.00 -1.41
O 4.55 3.47 -2.48
N 4.98 4.77 -0.64
N 2.90 3.86 -1.04
H 5.94 4.90 -0.89
H 4.65 5.10 0.25
H 2.18 3.34 -1.51
H 2.69 4.24 -0.13
C -4.27 -2.36 1.31
O -4.98 -1.67 2.07
N -4.70 -3.59 0.95
N -3.16 -1.96 0.66
H -4.12 -4.09 0.30
H -5.51 -4.01 1.36
H -2.92 -1.01 0.90
H -2.56 -2.49 0.04
C 2.74 0.19 -3.94
O 3.42 -0.22 -4.87
N 3.20 0.56 -2.70
N 1.38 0.35 -4.01
H 2.61 1.14 -2.12
H 4.05 0.12 -2.40
H 0.88 0.16 -4.86
H 0.95 0.82 -3.22
C -0.44 -3.69 -1.42
O 0.47 -4.13 -0.72
N -1.71 -4.17 -1.40
N -0.30 -2.95 -2.53
H -2.02 -4.84 -0.73
H -2.35 -3.63 -1.96
H 0.54 -2.43 -2.73
H -1.13 -2.76 -3.07
C -2.96 -0.62 -3.26
O -3.02 -1.80 -2.88
N -1.92 0.17 -2.89
N -3.83 -0.13 -4.16
H -1.39 -0.19 -2.10
H -1.62 0.92 -3.48
H -4.59 -0.73 -4.42
H -3.80 0.83 -4.45
C -1.18 4.73 -1.16
O -0.28 5.18 -0.45
N -1.18 3.43 -1.55
N -2.27 5.44 -1.54
H -1.82 3.00 -2.20
H -0.41 2.85 -1.21
H -2.56 6.20 -0.95
H -2.91 4.94 -2.13
C -2.26 -0.61 4.83
O -3.03 -0.59 5.81
N -1.04 -0.03 4.82
N -2.62 -1.07 3.61
H -0.59 -0.09 3.90
H -0.75 0.54 5.58
H -3.53 -1.46 3.43
H -1.88 -1.18 2.94
C 3.37 -2.84 -0.05
O 3.20 -4.04 0.13
N 4.27 -1.97 0.48
N 2.61 -2.18 -0.95
H 4.80 -2.14 1.32
H 3.97 -1.00 0.37
H 2.82 -1.25 -1.27
H 1.67 -2.57 -0.96
C 2.13 -3.51 3.33
O 1.59 -4.13 2.42
N 2.11 -2.14 3.35
N 2.81 -4.05 4.38
H 2.44 -1.55 4.09
H 1.48 -1.70 2.69
H 3.05 -5.03 4.32
H 3.13 -3.49 5.15



(3)
Formula: C4H5NO
Source: OMol25
Level of theory: ωB97M-V/def2-TZVPD

Results
* F_max: 2.07 eV/Å
* total energy: -7761.3414 eV
* orbital gap: 10.040 eV

Geometry (Å):
C 1.68 -0.49 0.52
C 0.47 0.19 -0.08
N 0.32 1.19 -0.79
O -0.76 1.66 -1.23
C -2.10 0.37 -0.47
C -1.36 -0.44 0.17
H 2.62 -0.22 0.03
H 1.78 -0.26 1.59
H 1.56 -1.58 0.42
H -2.93 0.88 -0.92
H -1.32 -1.33 0.80